The following is a DFT calculation (ωB97M-V with the def2-TZVPD basis set) of 5 unconnected molecules or ions with the total composition C21H44ClIN7OP2S.

Structure (ORCA input):
```
! wB97M-V def2-TZVPD RIJCOSX def2/J DEFGRID3
* xyz -1 1
C 1.310 -1.429 3.074
C 0.693 -1.290 1.648
C -0.843 -1.335 1.682
I -1.631 -0.129 3.387
P -1.871 -1.228 0.007
O -3.325 -0.921 0.961
C -2.266 -3.119 -0.025
C -1.286 -4.171 0.546
C -0.379 -1.645 -1.113
C 0.538 -0.549 -1.629
C 1.691 -1.207 -2.465
C 2.898 -1.522 -1.573
N 4.133 -0.799 -2.090
C 4.926 -0.316 -1.007
N 4.737 0.805 -0.494
N 5.914 -1.171 -0.506
C -1.748 0.676 -0.230
C -0.821 1.657 0.479
C -0.039 2.557 -0.499
Cl -1.873 2.929 1.380
P -3.317 -1.081 -1.780
S -2.630 -0.726 -3.584
H 1.443 -0.480 3.570
H 2.307 -1.859 2.958
H 0.757 -2.141 3.668
H 1.156 -0.398 1.237
H 1.127 -2.152 1.162
H -1.061 -2.269 2.178
H -3.580 -1.695 1.472
H -3.266 -3.389 0.308
H -2.332 -3.374 -1.081
H -1.023 -4.942 -0.170
H -0.352 -3.799 0.953
H -1.765 -4.710 1.360
H -0.728 -2.171 -1.997
H 0.271 -2.410 -0.691
H 1.059 0.035 -0.876
H 0.066 0.138 -2.314
H 1.303 -2.107 -2.924
H 1.998 -0.478 -3.199
H 3.107 -2.588 -1.569
H 2.763 -1.186 -0.554
H 4.690 -1.517 -2.540
H 3.970 1.233 -1.008
H 5.854 -2.073 -0.952
H 6.834 -0.768 -0.609
H -2.749 1.025 -0.028
H -1.692 0.909 -1.288
H -0.142 1.346 1.259
H -0.597 2.708 -1.411
H 0.960 2.182 -0.701
H 0.089 3.546 -0.085
H -4.185 -2.203 -1.849
H -4.226 -0.043 -1.449
C 6.633 1.120 2.488
C 6.164 1.200 3.870
N 5.805 1.263 4.951
H 7.320 1.940 2.288
H 7.149 0.175 2.331
H 5.791 1.184 1.798
C -1.515 6.570 2.410
C -0.962 7.197 1.213
N -0.533 7.689 0.277
H -1.372 5.493 2.368
H -1.014 6.962 3.293
H -2.579 6.785 2.479
C -5.600 1.956 4.255
C -4.510 2.153 5.205
N -3.643 2.295 5.932
H -5.266 1.302 3.451
H -6.452 1.503 4.759
H -5.900 2.914 3.835
C -3.157 -1.827 -7.817
C -1.881 -1.209 -7.475
N -0.886 -0.725 -7.200
H -3.112 -2.237 -8.825
H -3.375 -2.627 -7.112
H -3.950 -1.084 -7.766
*
```

## Properties
LUMO energy, eV: 2.2
HOMO, eV: -4.39
Largest force on an atom, eV/A: 2.2
HOMO-LUMO gap, eV: 6.58


The following is a DFT calculation (ωB97M-V with the def2-TZVPD basis set) of 4 unconnected molecules or ions with the total composition C21H44ClNO15P3.

Structure (ORCA input):
```
! wB97M-V def2-TZVPD RIJCOSX def2/J DEFGRID3
* xyz 1 1
C 3.660 -4.832 -0.211
C 4.434 -4.627 -1.601
O 4.358 -3.279 -2.156
N 3.098 -2.903 -2.418
C 2.803 -1.490 -2.183
C 1.438 -0.835 -2.459
Cl 1.167 0.949 -2.169
C 0.274 -1.719 -3.031
C 0.598 -3.214 -3.262
C -0.546 -4.218 -3.822
C -1.139 -4.964 -2.519
O -2.187 -5.917 -2.802
C -3.407 -5.291 -3.185
O -4.217 -6.002 -3.845
C -3.864 -3.806 -2.815
C -3.981 -3.526 -1.224
C 2.050 -3.731 -2.942
H 4.358 -5.331 0.559
H 3.173 -3.894 0.216
H 2.827 -5.613 -0.400
H 4.163 -5.410 -2.408
H 5.554 -4.816 -1.385
H 3.638 -0.811 -1.786
H -0.747 -1.241 -3.244
H -1.346 -3.660 -4.431
H 0.002 -4.949 -4.524
H -1.405 -4.165 -1.749
H -0.261 -5.562 -2.061
H -3.209 -3.023 -3.359
H -4.924 -3.666 -3.248
H -4.006 -4.480 -0.592
H -3.028 -2.936 -0.928
H -4.851 -2.808 -0.981
H 2.234 -4.833 -3.166
C -1.015 -3.536 2.069
O -0.301 -2.647 2.915
P 1.195 -3.182 3.572
O 1.609 -3.913 2.301
O 0.390 -4.200 4.586
C -0.569 -3.626 5.476
O 2.683 -3.607 4.320
C 2.883 -3.108 5.643
H -2.047 -3.182 2.007
H -0.587 -3.523 1.065
H -1.017 -4.552 2.468
H -1.574 -3.842 5.106
H -0.443 -2.545 5.564
H -0.452 -4.078 6.462
H 2.307 -3.699 6.360
H 2.592 -2.058 5.702
H 3.942 -3.193 5.889
C -5.707 4.599 -1.252
O -4.476 4.480 -0.552
P -3.018 4.618 -1.450
O -3.557 5.716 -2.355
O -3.280 3.135 -2.125
C -3.421 2.026 -1.240
O -1.484 4.710 -2.227
C -0.474 3.846 -1.714
H -6.494 4.181 -0.620
H -5.935 5.651 -1.431
H -5.686 4.049 -2.195
H -4.475 1.745 -1.185
H -3.058 2.259 -0.237
H -2.852 1.182 -1.636
H -0.639 2.824 -2.066
H -0.473 3.872 -0.623
H 0.496 4.191 -2.077
C 1.630 7.567 -0.816
O 2.283 8.155 0.299
P 3.106 7.117 1.393
O 3.619 6.194 0.296
O 1.662 6.570 1.976
C 0.760 7.537 2.514
O 3.944 6.197 2.582
C 3.843 6.673 3.923
H 0.917 8.294 -1.211
H 2.356 7.341 -1.599
H 1.087 6.664 -0.530
H -0.048 7.709 1.799
H 1.261 8.484 2.726
H 0.333 7.147 3.440
H 2.869 6.408 4.345
H 3.983 7.755 3.956
H 4.624 6.199 4.519
*
```

## Properties
LUMO energy, eV: -5.1
HOMO, eV: -11.27
Largest force on an atom, eV/A: 10.0
HOMO-LUMO gap, eV: 6.19


The following is a DFT calculation (ωB97M-V with the def2-TZVPD basis set) of 8 unconnected molecules or ions with the total composition C21H44F3NO31PS7.

Structure (ORCA input):
```
! wB97M-V def2-TZVPD RIJCOSX def2/J DEFGRID3
* xyz 1 1
C -5.156 3.951 0.442
N -3.827 4.396 1.004
C -3.452 3.556 2.184
P -2.273 2.188 1.514
C -3.117 0.537 2.019
O -2.970 0.490 3.477
O -2.155 -0.540 3.827
C -2.058 2.389 -0.345
C -1.416 1.117 -1.095
C -2.586 0.087 -1.585
O -0.339 0.464 -0.384
C -0.661 2.376 2.515
F 0.159 3.366 1.873
F 0.040 1.161 2.718
F -0.926 2.916 3.825
H -5.080 4.068 -0.704
H -5.247 2.817 0.662
H -6.056 4.487 0.899
H -3.878 5.393 1.288
H -2.969 4.195 2.999
H -4.407 3.092 2.637
H -2.640 -0.366 1.498
H -4.251 0.611 1.809
H -1.796 -0.373 4.736
H -1.385 3.301 -0.544
H -3.086 2.601 -0.805
H -0.955 1.520 -2.079
H -2.229 -1.000 -1.609
H -3.530 0.235 -0.948
H -2.860 0.378 -2.673
H -0.628 0.124 0.492
C 1.593 -2.371 4.425
C 1.639 -1.571 5.719
O 1.112 -2.447 6.713
S 1.496 -3.980 6.330
O 2.664 -4.348 7.070
O 0.293 -4.760 6.327
O 1.937 -3.706 4.790
H 0.582 -2.383 4.005
H 2.291 -1.988 3.679
H 1.052 -0.653 5.663
H 2.669 -1.328 5.995
C 2.613 2.425 -5.356
C 1.640 2.560 -4.194
O 0.393 2.079 -4.697
S 0.678 0.908 -5.788
O 0.545 -0.360 -5.128
O -0.018 1.235 -6.994
O 2.258 1.203 -6.005
H 2.487 3.241 -6.073
H 3.651 2.393 -5.023
H 1.545 3.590 -3.848
H 1.936 1.921 -3.356
C -3.659 1.903 6.874
C -2.589 2.385 7.842
O -2.437 3.776 7.560
S -3.867 4.380 7.081
O -4.495 4.997 8.209
O -3.677 5.053 5.830
O -4.610 2.964 6.798
H -3.245 1.747 5.873
H -4.140 0.985 7.214
H -1.642 1.860 7.712
H -2.921 2.284 8.879
C 6.840 -2.867 4.236
C 5.938 -4.024 3.829
O 5.574 -4.659 5.054
S 5.492 -3.542 6.229
O 4.119 -3.156 6.387
O 6.307 -3.975 7.323
O 6.271 -2.351 5.440
H 7.852 -3.215 4.459
H 6.884 -2.090 3.472
H 6.440 -4.728 3.165
H 5.023 -3.662 3.351
C -8.474 3.743 -3.332
C -8.024 2.568 -4.186
O -6.596 2.602 -4.140
S -6.127 3.179 -2.699
O -5.815 2.066 -1.848
O -5.220 4.266 -2.920
O -7.558 3.785 -2.235
H -8.390 4.685 -3.881
H -9.496 3.624 -2.971
H -8.378 2.641 -5.214
H -8.353 1.618 -3.755
C 2.463 -2.661 -3.600
C 3.642 -2.107 -4.381
O 4.631 -1.800 -3.396
S 4.499 -2.856 -2.171
O 5.467 -3.895 -2.365
O 4.387 -2.118 -0.947
O 3.037 -3.448 -2.555
H 1.882 -1.856 -3.140
H 1.807 -3.272 -4.221
H 3.379 -1.218 -4.954
H 4.059 -2.862 -5.054
C 5.221 -5.759 -8.823
C 6.285 -5.279 -7.848
O 6.443 -3.888 -8.127
S 5.019 -3.281 -8.615
O 4.384 -2.662 -7.486
O 5.217 -2.605 -9.860
O 4.274 -4.693 -8.903
H 5.642 -5.916 -9.820
H 4.736 -6.676 -8.486
H 7.231 -5.806 -7.972
H 5.946 -5.380 -6.812
*
```

## Properties
LUMO energy, eV: -3.0
HOMO, eV: -11.57
Largest force on an atom, eV/A: 4.8
HOMO-LUMO gap, eV: 8.57


The following is a DFT calculation (ωB97M-V with the def2-TZVPD basis set) of 3 unconnected molecules or ions with the total composition C21H44N2O9P3.

Structure (ORCA input):
```
! wB97M-V def2-TZVPD RIJCOSX def2/J DEFGRID3
* xyz 1 1
C -4.055 3.457 7.126
C -3.212 3.099 6.028
C -4.001 2.678 4.686
C -4.024 1.190 4.152
C -4.881 0.945 2.857
C -5.615 2.147 2.206
N -6.454 1.973 1.022
C -7.900 2.189 1.399
C -8.269 1.843 2.925
N -5.529 3.478 2.769
C -4.774 3.801 3.959
P -4.860 5.623 4.528
O -4.091 6.571 3.584
H -3.680 3.695 8.172
H -5.183 3.573 6.943
H -2.076 3.099 6.080
H -3.479 0.337 4.690
H -4.985 -0.105 2.401
H -6.331 1.014 0.639
H -8.128 3.308 1.249
H -8.531 1.519 0.714
H -7.809 0.867 3.316
H -7.966 2.734 3.589
H -9.412 1.712 3.047
H -6.040 4.232 2.283
H -6.265 5.976 4.404
H -4.530 5.797 5.907
O 1.338 1.282 2.466
P 0.971 0.401 1.268
O 1.567 1.403 0.089
C 2.941 1.761 0.094
C 3.784 0.696 -0.579
O -0.620 0.858 1.171
C -1.316 1.303 2.323
C -1.340 2.822 2.360
O 0.568 -0.701 0.017
C 1.336 -1.891 -0.121
C 1.757 -2.501 1.201
H 3.298 1.951 1.110
H 3.030 2.698 -0.463
H 3.814 -0.212 0.031
H 4.811 1.043 -0.715
H 3.370 0.430 -1.555
H -0.886 0.882 3.236
H -2.340 0.929 2.254
H -0.335 3.243 2.311
H -1.825 3.182 3.271
H -1.885 3.215 1.496
H 2.204 -1.690 -0.753
H 0.713 -2.610 -0.660
H 2.463 -1.850 1.729
H 2.245 -3.465 1.040
H 0.893 -2.647 1.855
O 5.624 -2.715 -3.469
P 5.028 -3.435 -4.684
O 3.438 -3.325 -4.220
C 2.854 -2.051 -4.004
C 2.372 -1.446 -5.307
O 5.312 -4.978 -4.157
C 6.388 -5.259 -3.272
C 5.880 -5.337 -1.843
O 4.472 -4.194 -6.119
C 4.526 -3.470 -7.342
C 5.755 -2.595 -7.478
H 3.549 -1.376 -3.498
H 2.000 -2.200 -3.336
H 3.221 -1.169 -5.938
H 1.783 -0.543 -5.120
H 1.758 -2.158 -5.864
H 7.190 -4.524 -3.376
H 6.805 -6.227 -3.558
H 5.349 -4.428 -1.552
H 6.706 -5.496 -1.145
H 5.169 -6.161 -1.737
H 3.612 -2.881 -7.454
H 4.524 -4.209 -8.148
H 5.743 -1.779 -6.746
H 5.801 -2.151 -8.475
H 6.666 -3.176 -7.308
*
```

## Properties
LUMO energy, eV: -5.0
HOMO, eV: -11.06
Largest force on an atom, eV/A: 9.1
HOMO-LUMO gap, eV: 6.08


The following is a DFT calculation (ωB97M-V with the def2-TZVPD basis set) of a molecular structure, C21H44N6O3OsPS2.

Structure (ORCA input):
```
! wB97M-V def2-TZVPD RIJCOSX def2/J DEFGRID3
* xyz 3 5
Os 0.964 0.283 0.390
C 2.341 -1.923 -2.029
N 3.457 -1.032 -1.730
C 4.667 -1.152 -2.571
C 5.765 -0.506 -1.714
N 5.029 -0.084 -0.509
C 5.630 0.868 0.428
C 3.756 -0.442 -0.568
N 2.883 -0.222 0.457
C 3.326 -0.514 1.843
C 2.233 -1.351 2.455
N 0.955 -0.647 2.146
C 0.018 -0.585 3.141
N -0.702 0.502 3.438
C -0.687 1.829 2.837
C -1.678 0.210 4.505
C -1.260 -1.191 4.969
N -0.275 -1.593 3.947
C 0.167 -2.989 3.880
H 1.930 -1.685 -3.010
H 1.552 -1.834 -1.298
H 2.680 -2.960 -2.042
H 4.519 -0.660 -3.529
H 4.868 -2.205 -2.760
H 6.214 0.364 -2.189
H 6.561 -1.198 -1.454
H 6.195 1.606 -0.139
H 6.312 0.368 1.115
H 4.859 1.384 0.990
H 3.436 0.408 2.413
H 4.273 -1.049 1.863
H 2.391 -1.425 3.530
H 2.246 -2.349 2.023
H 0.257 2.023 2.342
H -0.786 2.568 3.629
H -1.505 1.969 2.131
H -2.693 0.241 4.109
H -1.599 0.953 5.294
H -2.091 -1.890 4.970
H -0.805 -1.200 5.957
H -0.654 -3.618 4.210
H 1.019 -3.172 4.535
H 0.416 -3.273 2.863
C 1.172 1.781 -3.242
C 1.241 2.510 -1.951
C 1.294 3.991 -1.938
O 1.271 1.887 -0.877
H 0.311 2.136 -3.816
H 1.103 0.705 -3.095
H 2.056 2.029 -3.838
H 0.476 4.392 -2.542
H 2.220 4.322 -2.420
H 1.249 4.386 -0.928
C -5.599 -2.185 -1.819
C -4.140 -2.517 -2.024
C -3.555 -2.020 -3.323
O -3.289 -1.998 -0.880
P -2.988 -0.599 -0.338
S -2.910 -0.712 1.681
S -1.096 -0.023 -0.851
O -4.051 0.352 -0.918
C -4.285 1.840 -0.946
C -3.662 2.393 -2.207
C -3.817 2.519 0.320
H -6.188 -2.867 -2.434
H -5.832 -1.166 -2.122
H -5.903 -2.333 -0.780
H -3.987 -3.583 -1.914
H -3.610 -0.928 -3.380
H -4.140 -2.428 -4.149
H -2.519 -2.341 -3.449
H -5.366 1.889 -1.019
H -2.573 2.314 -2.167
H -3.940 3.445 -2.304
H -4.026 1.863 -3.089
H -2.731 2.425 0.432
H -4.309 2.113 1.204
H -4.062 3.580 0.254
*
```

## Properties
LUMO energy (alpha / beta), eV: -8.1 / -11.0
HOMO (alpha / beta), eV: -16.99 / -17.12
Largest force on an atom, eV/A: 0.6
HOMO-LUMO gap (alpha / beta), eV: 8.84 / 6.09